84
Properties=species:S:1:pos:R:3 method="wB97M-V/def2-TZVPD" e_above_lowest_kcal_mol=19.5 homo_energy_ev=-15.048 charge=+2 energy_ev=-71938.56579 lumo_energy_ev=-11.49
In 10.5678 -19.5015 -18.2192
Na 14.1634 -22.2774 -17.5085
C 12.7257 -22.2879 -20.7987
O 12.5467 -21.5246 -19.6500
H 13.6308 -22.1046 -21.3779
H 12.8073 -23.3578 -20.6075
H 11.9808 -22.3084 -21.5943
C 13.1030 -19.9056 -14.9949
O 12.9458 -20.3334 -16.3204
H 13.9275 -19.2067 -14.8541
H 12.2456 -19.3627 -14.5972
H 13.1931 -20.7902 -14.3644
C 10.7612 -24.5193 -18.5804
O 9.3718 -24.5125 -18.3651
C 8.7972 -23.3280 -18.2698
O 9.2436 -22.2112 -18.4411
O 7.4610 -23.6017 -17.9472
C 6.6400 -22.5417 -17.5206
H 11.3401 -23.9220 -17.8759
H 10.9954 -24.1783 -19.5888
H 11.1973 -25.5149 -18.4990
H 5.6368 -22.9283 -17.3412
H 6.4108 -21.8557 -18.3362
H 7.0188 -21.9434 -16.6920
C 16.6987 -19.5553 -14.6415
O 17.5528 -20.6414 -14.4781
C 17.3551 -21.8760 -15.0153
O 16.4820 -22.1839 -15.8187
O 18.5062 -22.6316 -14.7084
C 18.7639 -23.8739 -15.3629
H 15.8905 -19.5864 -13.9108
H 16.1173 -19.6269 -15.5607
H 17.1601 -18.5679 -14.6529
H 19.3211 -24.6455 -14.8317
H 19.3693 -23.6266 -16.2349
H 17.8838 -24.3890 -15.7480
C 10.7061 -23.2697 -15.3722
O 10.2208 -22.5362 -14.2782
C 9.6690 -21.3430 -14.5106
O 9.5442 -20.8408 -15.6524
O 9.5327 -20.7481 -13.3659
C 9.0805 -19.4185 -13.3626
H 11.1878 -24.2188 -15.1370
H 11.3924 -22.6563 -15.9560
H 9.8992 -23.6078 -16.0223
H 8.0066 -19.5776 -13.2648
H 9.2021 -18.8926 -14.3096
H 9.4086 -18.6154 -12.7028
C 14.0930 -24.6601 -13.5300
O 14.2545 -25.7339 -14.4754
C 13.9079 -25.6147 -15.7594
O 13.3698 -24.6254 -16.2653
O 14.1670 -26.7662 -16.3842
C 14.0040 -27.0380 -17.7898
H 14.1104 -25.2437 -12.6096
H 13.0692 -24.2862 -13.5439
H 14.6969 -23.7619 -13.6584
H 13.0273 -26.7149 -18.1502
H 13.9537 -28.1111 -17.9740
H 14.8304 -26.5456 -18.3023
C 14.8860 -17.2621 -16.9423
O 15.3304 -17.7918 -18.1980
C 14.4114 -18.2108 -19.1121
O 13.1654 -18.2609 -18.9801
O 14.9922 -18.4241 -20.2507
C 14.1408 -18.5644 -21.3817
H 15.5850 -17.3712 -16.1130
H 13.9998 -17.8085 -16.6195
H 14.6158 -16.2132 -17.0639
H 14.5981 -18.9187 -22.3055
H 13.6465 -17.6178 -21.6006
H 13.3520 -19.3027 -21.2377
C 16.1604 -25.4114 -20.9840
O 16.9141 -24.2570 -20.6890
C 16.6051 -23.4742 -19.6890
O 15.9415 -23.7571 -18.6289
O 17.1554 -22.3120 -19.9816
C 17.1210 -21.1620 -19.1433
H 15.1332 -25.1895 -21.2733
H 16.3226 -26.0108 -20.0881
H 16.5850 -25.9039 -21.8588
H 17.6890 -20.3291 -19.5576
H 17.4292 -21.4785 -18.1468
H 16.1670 -20.7345 -18.8348